Here is C3H7NOS in the gas phase at a distorted geometry from the Open Molecules 2025 dataset. Energies are from ωB97M-V/def2-TZVPD.

Energy relative to the best compared isomer or geometry (same formula, charge and spin) = 3.5382 eV
Largest force on an atom = 2.6 eV/Å
LUMO = 0.86 eV
HOMO energy = -9.15 eV
Molar mass = 105.16 g mol⁻¹
Frontier orbital gap = 10.01 eV

Each line ends with the natural charge from an NBO analysis.
Atoms and positions in Å:
C  -0.5589  -1.0434  -0.2890  -0.4168
C  -0.6301  1.2051  -0.1050  -0.4220
C  1.6566  -0.1518  0.1834  -0.4383
N  0.3549  0.0446  -0.4741  -0.4443
O  -3.0634  -0.0708  0.3814  -0.9417
S  -2.0190  0.0613  -0.6491  1.2268
H  -0.0705  -1.7805  -0.9752  0.2145
H  -0.7656  -1.5461  0.6729  0.1913
H  -0.6530  1.4041  0.9997  0.1964
H  -0.4239  2.1955  -0.5797  0.2185
H  2.2678  0.6678  -0.1740  0.2060
H  1.5773  -0.0134  1.2347  0.1855
H  2.3277  -0.9724  -0.2261  0.2239